# C2H8N2OP

An isolated ion of composition C2H8N2OP and charge -1 in a non-equilibrium geometry (ωB97M-V/def2-TZVPD, OMol25).

Last column: Löwdin charge in e.
Atoms and positions in Å:
1 H -1.94 -0.89 -1.45  -0.043
2 C 0.57 -1.19 -0.55  -0.225
3 H 0.32 0.34 1.68  0.050
4 P -1.90 0.51 -0.59  0.701
5 O -3.40 -0.19 0.07  -0.619
6 H 1.15 -1.28 -1.53  0.058
7 H -0.39 -1.83 -0.76  0.036
8 H 1.41 1.27 0.77  0.042
9 N 0.00 0.17 -0.44  -0.474
10 H -0.24 1.71 0.66  0.006
11 N -2.39 0.09 1.14  -0.287
12 H 1.09 -1.51 0.35  0.043
13 H -2.71 0.99 1.59  0.006
14 C 0.42 0.86 0.75  -0.294

The highest occupied orbital energy is -3.2 eV. The LUMO energy is 4.3 eV. As for the total charge: -1. As for the orbital gap: 7.5 eV. The total energy is -16517.117 eV. As for the energy above the lowest of the compared OMol25 structures with the same formula, charge and spin: 27.28 kJ/mol. As for the spin multiplicity: 1.